{
  "formula": "C29H25IN7STl",
  "method": "ωB97M-V/def2-TZVPD",
  "species": ["Tl", "C", "C", "C", "C", "C", "C", "N", "C", "C", "C", "C", "C", "C", "N", "N", "C", "C", "C", "C", "C", "N", "H", "H", "H", "H", "H", "H", "H", "H", "H", "H", "H", "H", "H", "I", "C", "C", "C", "C", "N", "C", "H", "H", "H", "H", "N", "C", "S", "N", "C", "C", "C", "C", "C", "C", "H", "H", "H", "H", "H", "H", "H", "H"],
  "positions_angstrom": [[-0.720, -0.588, -2.548], [4.226, -1.671, 0.648], [3.717, -1.903, -0.632], [2.778, -1.049, -1.158], [2.399, 0.108, -0.437], [2.886, 0.306, 0.880], [3.792, -0.586, 1.408], [1.533, 0.954, -1.045], [1.552, 2.268, -0.830], [2.707, 2.978, -0.378], [2.675, 4.343, -0.264], [1.505, 5.039, -0.595], [0.367, 4.383, -1.064], [0.384, 3.016, -1.196], [-0.740, 2.281, -1.650], [-1.806, 2.789, -1.279], [-2.997, 2.164, -1.710], [-4.163, 2.859, -1.437], [-5.367, 2.305, -1.847], [-5.345, 1.084, -2.494], [-4.121, 0.456, -2.700], [-2.962, 0.979, -2.318], [4.946, -2.362, 1.067], [4.059, -2.756, -1.204], [2.384, -1.193, -2.156], [2.468, 1.098, 1.490], [4.159, -0.449, 2.417], [3.635, 2.440, -0.252], [3.560, 4.889, 0.029], [1.494, 6.119, -0.514], [-0.523, 4.937, -1.324], [-4.109, 3.808, -0.924], [-6.300, 2.817, -1.659], [-6.256, 0.612, -2.836], [-4.081, -0.508, -3.195], [1.994, -6.472, -2.922], [0.180, -5.549, -2.492], [-1.021, -6.243, -2.529], [-2.190, -5.562, -2.227], [-2.118, -4.220, -1.896], [-0.964, -3.546, -1.859], [0.156, -4.205, -2.155], [-1.045, -7.293, -2.788], [-3.145, -6.068, -2.248], [-3.013, -3.660, -1.650], [1.080, -3.635, -2.122], [-0.182, -2.480, 0.902], [-0.385, -1.232, 1.356], [-1.139, -0.088, 0.355], [0.057, -0.980, 2.595], [0.154, 0.231, 3.339], [-0.733, 1.292, 3.225], [-0.532, 2.428, 4.000], [0.526, 2.509, 4.891], [1.392, 1.431, 5.023], [1.208, 0.299, 4.248], [-0.574, -2.738, 0.005], [0.123, -3.220, 1.515], [0.507, -1.757, 3.059], [-1.583, 1.234, 2.565], [-1.232, 3.249, 3.918], [0.661, 3.393, 5.500], [2.204, 1.466, 5.736], [1.877, -0.548, 4.364]],
  "mulliken_charge": [0.813, -0.462, -0.933, -0.218, 0.111, 0.082, -1.096, 0.120, 0.627, -0.207, -0.993, -0.539, -0.354, -0.178, 0.396, -0.478, 0.221, -0.406, -0.434, -0.709, -0.139, -0.072, 0.461, 0.494, 0.648, 0.732, 0.513, 0.571, 0.453, 0.441, 0.561, 0.462, 0.436, 0.408, 0.398, 0.159, -0.498, -0.120, -0.688, -0.331, -0.240, 0.293, 0.406, 0.433, 0.445, 0.100, -0.124, 0.374, -0.322, -0.075, 0.567, -0.398, -0.767, -0.556, -0.726, -0.325, -0.005, 0.211, 0.283, 0.512, 0.430, 0.444, 0.414, 0.374],
  "lumo_ha": -0.317,
  "fmax_ev_per_a": 0.3,
  "e_homo_ev": -13.395,
  "total_charge": 2
}



{
  "formula": "C29H25LaN4O5S",
  "method": "ωB97M-V/def2-TZVPD",
  "species": ["La", "N", "C", "S", "N", "N", "C", "C", "C", "C", "C", "C", "C", "C", "C", "C", "C", "C", "N", "H", "H", "H", "H", "H", "H", "H", "H", "H", "H", "H", "C", "O", "C", "C", "C", "C", "C", "C", "O", "C", "O", "C", "H", "H", "H", "H", "H", "H", "H", "H", "H", "O", "C", "O", "C", "C", "C", "C", "C", "C", "H", "H", "H", "H", "H"],
  "positions_angstrom": [[0.761, -1.652, -0.423], [3.473, -2.738, 3.733], [2.818, -2.205, 2.707], [2.355, -3.279, 1.502], [2.570, -0.904, 2.843], [1.726, -0.313, 1.980], [1.392, 0.902, 2.348], [1.846, 1.508, 3.615], [2.427, 2.750, 3.492], [2.760, 3.461, 4.637], [2.637, 2.916, 5.877], [1.906, 1.723, 6.039], [1.608, 0.966, 4.909], [0.342, 1.487, 1.474], [-0.471, 2.441, 1.950], [-1.553, 2.942, 1.253], [-1.763, 2.438, 0.004], [-0.951, 1.377, -0.468], [0.018, 0.868, 0.295], [3.870, -3.685, 3.591], [3.968, -2.100, 4.366], [2.528, 3.126, 2.564], [3.227, 4.444, 4.636], [2.922, 3.489, 6.788], [1.675, 1.329, 7.034], [1.222, -0.042, 4.989], [-0.336, 2.789, 2.972], [-2.275, 3.651, 1.645], [-2.676, 2.717, -0.589], [-1.077, 0.861, -1.447], [1.441, 3.464, -4.828], [1.245, 2.330, -5.685], [1.445, 1.077, -5.188], [1.210, -0.002, -6.044], [1.133, -1.243, -5.518], [1.268, -1.457, -4.138], [0.858, -2.763, -3.644], [0.470, -3.893, -4.652], [0.619, -3.024, -2.448], [1.702, -0.383, -3.318], [1.998, -0.493, -2.082], [1.755, 0.911, -3.837], [1.263, 4.288, -5.492], [2.454, 3.393, -4.396], [0.735, 3.378, -4.019], [1.119, 0.263, -7.101], [0.769, -2.059, -6.191], [-0.534, -3.590, -4.933], [0.425, -4.783, -4.025], [1.036, -4.062, -5.603], [2.015, 1.748, -3.184], [-1.845, -1.785, -0.942], [-2.085, -1.887, 0.322], [-1.128, -1.969, 1.173], [-3.559, -1.847, 0.696], [-3.939, -1.689, 2.015], [-5.315, -1.471, 2.315], [-6.229, -1.584, 1.250], [-5.839, -1.782, -0.061], [-4.484, -1.853, -0.328], [-3.273, -1.828, 2.897], [-5.606, -1.355, 3.367], [-7.309, -1.457, 1.445], [-6.632, -1.819, -0.778], [-4.133, -2.041, -1.360]],
  "mulliken_charge": [1.891, -0.416, 0.467, -0.579, -1.115, 0.663, -0.271, 0.053, -0.273, -0.573, -0.424, -0.603, -0.262, 0.298, -0.234, -0.739, -0.789, -0.131, 0.203, 0.230, 0.260, 0.709, 0.329, 0.317, 0.363, 0.424, 0.377, 0.427, 0.326, 0.389, -0.727, -0.434, 1.007, -1.030, -0.711, -0.016, 1.075, -1.483, -0.577, 0.371, -0.952, -0.182, 0.223, 0.327, 0.314, 0.401, 0.201, 0.425, 0.363, 0.366, 0.366, -0.891, 1.106, -0.877, 0.174, -0.209, -0.688, -0.207, -0.715, -0.113, 0.339, 0.366, 0.314, 0.415, 0.342],
  "lumo_ha": -0.007,
  "fmax_ev_per_a": 3.4,
  "e_homo_ev": -7.484
}



Relative energy (zero: lowest compared OMol25 entry of this formula, charge and spin): 0.0; 9.6 (kcal per mole)
Frontier orbital gap: 0.175; 0.268 (Ha)
Energy: -2371.211144; -2145.249655 (Ha)